The following is a quantum chemistry calculation of 2 unconnected molecules or ions with the total composition C3H10N2O2 at a distorted geometry, from OMol25.

The geometry in ORCA input format:
```
! RIJCOSX wB97M-V def2-TZVPD def2/J DEFGRID3
* xyz 0 1
C -0.33545 -1.70067 0.64259
C -0.97715 -0.84316 -0.36526
C -0.46979 0.39395 -0.91036
N -0.46557 0.38138 -2.39703
O 0.83516 0.70153 -0.60067
N 0.31338 -1.05795 1.75880
H -1.16886 -2.26803 1.06937
H 0.32571 -2.43245 0.13798
H -2.04602 -1.05963 -0.34986
H -0.90028 1.31194 -0.45947
H -0.21097 -0.58772 -2.61176
H -1.39776 0.46173 -2.79057
H 0.94126 -1.63203 2.29325
H 0.71628 -0.12969 1.57664
H 0.86293 1.36026 0.24496
H 1.52859 2.36342 1.88239
O 0.80617 1.83267 1.53712
*
```

The energy above the lowest of the compared OMol25 structures with the same formula, charge and spin comes out at 155.3 kcal/mol. Its LUMO energy is -3.13 eV. The energy is -10342.75472 eV. Its gap between HOMO and LUMO is 4.8412 eV.

Atom charges from the Löwdin analysis, given in e for atoms 1 to 5: atom 1 (C): -0.2370, atom 2 (C): 0.1857, atom 3 (C): -0.5104, atom 4 (N): 0.1326, atom 5 (O): -0.0851

The following is a quantum chemistry calculation of a molecular structure, C12H17BrN2O5STc at a distorted geometry, from OMol25.

The geometry in ORCA input format:
```
! RIJCOSX wB97M-V def2-TZVPD def2/J DEFGRID3
* xyz 2 2
Tc -0.38093 -0.97813 -0.55778
C -4.49669 -1.70042 -1.80948
O -3.29914 -0.87564 -1.74713
C -2.19957 -1.33875 -1.33201
O -1.84643 -2.45709 -0.94987
H -5.18652 -1.15661 -2.45096
H -4.90824 -1.80543 -0.80400
H -4.26616 -2.68219 -2.21884
C 3.19938 -1.35245 1.64424
C 2.31698 -2.43064 1.03683
O 0.92556 -2.07785 1.10305
H 4.24386 -1.59389 1.47032
H 3.05018 -1.28516 2.72044
H 2.98523 -0.37929 1.20453
H 2.45566 -3.38581 1.55211
H 2.53816 -2.57066 -0.02282
H 0.65134 -2.13764 2.02678
N 1.38855 0.09755 -3.63102
C 1.63249 -1.19510 -3.51339
N 2.39514 -1.84332 -4.37282
S 0.95924 -2.14127 -2.22529
H 1.77971 0.63462 -4.39370
H 0.85392 0.58801 -2.92803
H 2.82756 -1.38791 -5.16679
H 2.55886 -2.83446 -4.25837
Br -0.06888 5.42641 4.29167
C -0.66174 4.00072 3.17490
C -2.01537 3.66713 3.15473
C -2.44076 2.62821 2.34416
C -1.53481 1.92913 1.56091
C -0.17955 2.26281 1.59197
C 0.26353 3.30314 2.40322
C 0.85031 1.50924 0.79704
O 2.03686 1.68073 0.91680
O 0.35125 0.63232 -0.04629
H -2.71922 4.21652 3.76189
H -3.48623 2.36412 2.32215
H -1.88860 1.11718 0.92881
H 1.31505 3.55185 2.42206
*
```

The energy above the lowest of the compared OMol25 structures with the same formula, charge and spin comes out at 44.3 kcal/mol. Its expectation value of S² is 1.11. Its LUMO energy (alpha / beta) is -9.73 / -9.34 eV. The energy is -108996.52566 eV. Its gap between HOMO and LUMO (alpha / beta) is 4.1480 / 4.5463 eV.

Atom charges from the Löwdin analysis, given in e for atoms 1 to 5: atom 1 (Tc): 1.4509, atom 2 (C): 0.0528, atom 3 (O): 0.0255, atom 4 (C): -0.5128, atom 5 (O): -0.0275

The following is a quantum chemistry calculation of a molecular structure, C31H43Cl3N3O2PRuS2Si at a distorted geometry, from OMol25.

The geometry in ORCA input format:
```
! RIJCOSX wB97M-V def2-TZVPD def2/J DEFGRID3
* xyz 2 5
Ru 0.57613 2.74797 -0.40715
S 2.86093 2.41461 0.17978
C 2.18156 2.33127 1.73130
N 0.85759 2.35134 1.84251
C 0.45728 2.36745 3.13166
C -0.86832 2.40615 3.59592
C -1.07857 2.43833 4.94781
C -0.00043 2.42679 5.86233
C 1.30972 2.37547 5.42978
C 1.53954 2.34257 4.06189
S 3.05876 2.30882 3.23459
H -1.68797 2.41325 2.88912
H -2.08925 2.47913 5.33084
H -0.20630 2.46219 6.92343
H 2.13865 2.37346 6.12456
N -3.99664 6.43265 -0.16741
C -4.55946 5.21475 -0.31083
O -5.74297 4.99973 -0.17718
C -3.64492 4.05915 -0.66832
C -4.25647 2.90819 -1.15828
C -3.47701 1.81178 -1.48410
C -2.11260 1.88889 -1.29012
N -1.52070 2.98626 -0.78855
C -2.27505 4.05560 -0.49067
H -4.61785 7.19716 0.04609
H -3.02674 6.63260 -0.32350
H -5.33340 2.90572 -1.26799
H -3.92116 0.90602 -1.87218
H -1.46027 1.06226 -1.54076
H -1.75171 4.90607 -0.07831
Cl 2.97028 5.39638 -2.05139
Si 1.12590 4.80183 -1.52816
Cl 0.78761 5.39954 0.54467
Cl -0.27893 5.77219 -2.61958
O 0.60935 0.50008 -0.75378
P 0.67672 -1.02210 -0.77941
C -0.85330 -1.58096 0.11738
C -1.09263 -3.08870 0.33921
C -0.76028 -3.64049 1.72971
C -1.18802 -2.71284 2.85981
C -0.56810 -1.33471 2.65933
C -1.09006 -0.71275 1.36704
C 2.24248 -1.50701 0.08480
C 2.39214 -2.98792 0.46588
C 3.86706 -3.37306 0.58969
C 4.56830 -3.29112 -0.76563
C 4.11391 -2.06286 -1.57894
C 3.46511 -0.99301 -0.70316
C 0.80303 -1.46304 -2.57212
C 0.79990 -2.93664 -2.99284
C -0.60287 -3.51931 -3.17342
C -1.46030 -2.66114 -4.10095
C -1.54786 -1.23012 -3.57894
C -0.15154 -0.62759 -3.44426
H -1.57833 -1.25443 -0.63828
H -0.54600 -3.67033 -0.40436
H -2.15465 -3.27195 0.15662
H 0.30920 -3.82893 1.82106
H -1.24987 -4.60912 1.83594
H -0.88090 -3.13588 3.81695
H -2.27820 -2.61872 2.88134
H 0.52446 -1.42592 2.62898
H -0.81858 -0.67793 3.49615
H -0.65400 0.27786 1.21808
H -2.16938 -0.56493 1.47776
H 2.13339 -0.90533 0.99761
H 1.92806 -3.64256 -0.27768
H 1.89322 -3.17443 1.41361
H 3.94616 -4.38441 0.98752
H 4.34961 -2.70730 1.31130
H 4.35318 -4.19616 -1.33629
H 5.64826 -3.27250 -0.61650
H 3.41195 -2.38452 -2.35136
H 4.96147 -1.62102 -2.10336
H 3.19009 -0.12627 -1.30960
H 4.20933 -0.63659 0.01590
H 1.80620 -1.05367 -2.73950
H 1.37037 -3.54826 -2.29086
H 1.32255 -2.99440 -3.95228
H -1.10756 -3.60240 -2.20773
H -0.51550 -4.52872 -3.57663
H -2.45868 -3.09244 -4.18284
H -1.02339 -2.65483 -5.10349
H -2.06501 -1.22904 -2.61276
H -2.14036 -0.61572 -4.25968
H -0.18988 0.39867 -3.07396
H 0.29254 -0.57810 -4.44293
*
```

Its expectation value of S² is 6.06. Its LUMO energy (alpha / beta) is -6.55 / -9.45 eV. The energy is -120388.40056 eV. Its gap between HOMO and LUMO (alpha / beta) is 8.1339 / 5.3544 eV.

Atom charges from the Löwdin analysis, given in e for atoms 1 to 5: atom 1 (Ru): 0.9413, atom 2 (S): 0.7528, atom 3 (C): -1.0591, atom 4 (N): -0.0658, atom 5 (C): -0.2816

The following is a quantum chemistry calculation of a single C20H24N2O molecule, from OMol25.

The geometry in ORCA input format:
```
! RIJCOSX wB97M-V def2-TZVPD def2/J DEFGRID3
* xyz 0 1
O 3.58435 0.58891 0.76487
C 2.89077 0.49277 -0.22229
N 1.67296 1.08787 -0.37470
C 0.91806 1.80666 0.55498
C -0.33772 2.25534 0.15583
C -1.15612 2.95804 1.02689
C -0.70539 3.21738 2.31370
C 0.54640 2.78012 2.71147
C 1.36223 2.07615 1.84629
H 2.33330 1.73330 2.15933
H 0.89195 2.98651 3.71333
H -1.33295 3.76167 3.00432
C -2.51594 3.41422 0.56421
C -3.28978 2.28542 -0.05682
C -3.42080 1.06835 0.60584
C -4.12698 0.04707 -0.00580
N -4.69230 0.16075 -1.19668
C -4.57432 1.31708 -1.82474
C -3.88746 2.40359 -1.30554
H -3.81823 3.32476 -1.86550
H -5.05084 1.37231 -2.79521
H -4.24707 -0.91419 0.47700
H -2.97083 0.92463 1.57662
H -3.07639 3.80644 1.41711
H -2.40476 4.22432 -0.16225
H -0.68614 2.04572 -0.84761
H 1.21212 0.94841 -1.26334
C 3.31446 -0.29632 -1.45031
C 2.38065 -1.46140 -1.79879
C 2.29482 -2.52475 -0.70443
C 1.47130 -2.12168 0.52254
H 2.02102 -1.47851 1.20602
C 1.11335 -3.46307 1.15238
H 0.30407 -3.38503 1.87698
H 1.98822 -3.87502 1.65753
C 0.73976 -4.33050 -0.05053
H -0.31578 -4.19333 -0.28838
H 0.90196 -5.38943 0.14524
C 1.61399 -3.81553 -1.20702
H 2.35911 -4.55323 -1.50278
H 0.99903 -3.60193 -2.08210
H 0.55970 -1.60530 0.21195
H 3.31018 -2.76160 -0.37268
H 2.76463 -1.93051 -2.70870
H 1.37394 -1.09654 -2.02184
H 3.37033 0.39007 -2.29973
H 4.31711 -0.67998 -1.25668
*
```

Its structure (SMILES) is O=C(CCC1CCCC1)Nc1cccc(Cc2ccncc2)c1. The energy above the lowest of the compared OMol25 structures with the same formula, charge and spin comes out at 0.9 kcal/mol. Its LUMO energy is 0.60 eV. The energy is -26158.33038 eV. Its gap between HOMO and LUMO is 9.2007 eV.

Atom charges from the Löwdin analysis, given in e for atoms 1 to 5: atom 1 (O): 0.0706, atom 2 (C): -0.4895, atom 3 (N): 0.1342, atom 4 (C): -0.2055, atom 5 (C): 0.0225

The following is a quantum chemistry calculation of a molecular structure, C20H20ClLuN3O7S at a distorted geometry, from OMol25.

The geometry in ORCA input format:
```
! RIJCOSX wB97M-V def2-TZVPD def2/J DEFGRID3
* xyz 3 1
O 0.15503 -1.31767 -2.20342
C -0.51617 -1.48635 -1.22411
C -1.54828 -0.42841 -0.82495
C -1.16782 0.28835 0.51106
Cl 0.58848 -0.02077 0.77703
C -1.40110 1.80417 0.27441
C -0.12970 2.63548 -0.07382
C 0.46295 2.29342 -1.46139
C 1.91749 2.67167 -1.48498
O 2.46430 3.28441 -0.65337
N 2.69856 2.22715 -2.69631
C 3.32335 1.04520 -2.57982
C 3.38820 0.20279 -3.75698
C 3.99388 -1.01384 -3.67273
C 4.56115 -1.44715 -2.45920
C 4.52651 -0.62319 -1.31039
C 3.93181 0.60147 -1.35577
C -2.16854 2.57926 1.45178
O -1.62491 2.42282 2.68203
S -1.53709 0.81375 3.22097
O -2.52738 0.68585 4.22430
O -0.20504 0.62795 3.64417
C -1.95423 -0.26384 1.76952
O -3.29432 -0.17461 1.39976
N -4.27115 -0.65429 2.50183
O -5.05609 0.13645 2.66089
C -1.56716 -1.72798 2.05695
C -2.21094 -2.72591 1.35520
C -1.92576 -4.06302 1.56064
C -0.93541 -4.34243 2.48481
C -0.32474 -3.27304 3.11665
N -0.61840 -1.99390 2.94517
H -0.35480 -2.38381 -0.61651
H -2.50694 -0.93909 -0.77831
H -1.53017 0.25348 -1.67036
H -2.07940 1.84715 -0.66631
H -0.43919 3.71664 -0.15244
H 0.61200 2.62383 0.71656
H -0.03649 2.90549 -2.21785
H 0.37125 1.23461 -1.69859
H 2.05629 2.17882 -3.49223
H 2.94495 0.56804 -4.67162
H 4.02723 -1.63433 -4.55510
H 5.01999 -2.42467 -2.44103
H 4.98983 -0.99842 -0.41218
H 3.91761 1.23755 -0.48464
H -2.14064 3.70178 1.22319
H -3.26877 2.25287 1.46997
H -2.98905 -2.47078 0.65182
H -2.45091 -4.84208 1.03375
H -0.63931 -5.35522 2.69907
H 0.46601 -3.49564 3.82103
Lu -2.99699 3.26000 -0.63814
*
```

Its LUMO energy is -14.07 eV. The energy is -96803.94349 eV. Its gap between HOMO and LUMO is 2.0363 eV.

Atom charges from the Löwdin analysis, given in e for atoms 1 to 5: atom 1 (O): 0.0567, atom 2 (C): -0.2894, atom 3 (C): -0.1138, atom 4 (C): -0.5684, atom 5 (Cl): 0.9129

The following is a quantum chemistry calculation of a single C5H7N molecule at a distorted geometry, from OMol25.

The geometry in ORCA input format:
```
! RIJCOSX wB97M-V def2-TZVPD def2/J DEFGRID3
* xyz 0 1
C -1.24610 0.81314 0.19391
C -1.02560 -0.60978 -0.09200
C -0.18044 0.75257 -0.84463
N 1.01815 -0.08650 -0.74211
C 1.57266 -0.20226 0.58282
C 0.40277 -1.07731 0.10570
H -1.19186 1.25230 1.18698
H -2.15382 1.14026 -0.33784
H -1.83358 -1.35357 -0.17238
H -0.00862 1.61658 -1.50363
H 1.55850 0.66052 1.24991
H 2.53432 -0.72419 0.54902
H 0.61586 -2.12403 -0.10350
*
```

Its structure (SMILES) is C1[C@H]2[C@@H]1N1C[C@@H]21. The energy above the lowest of the compared OMol25 structures with the same formula, charge and spin comes out at 122.1 kcal/mol. Its LUMO energy is 1.00 eV. The energy is -6783.21872 eV. Its gap between HOMO and LUMO is 9.1756 eV.

Atom charges from the Löwdin analysis, given in e for atoms 1 to 5: atom 1 (C): -0.1933, atom 2 (C): -0.0768, atom 3 (C): -0.1335, atom 4 (N): -0.0727, atom 5 (C): -0.0709